No. 1
DFT (the ωB97M-V functional and the def2-TZVPD basis) results for a molecular structure, C15H35FNO3Rb.

Atoms and positions in Å:
Rb: 4.32 -1.74 2.24
F: 1.95 -1.32 0.64
C: -1.97 -2.48 1.05
C: -2.22 -1.96 -0.46
C: -3.59 -1.22 -0.54
C: -3.78 -0.11 -1.50
C: -2.66 0.93 -1.41
C: -1.32 0.24 -1.68
N: -1.14 -1.02 -0.91
O: 0.00 -1.83 -1.15
C: -1.13 0.03 -3.20
C: -0.21 1.16 -1.18
C: -2.22 -3.15 -1.47
H: -2.89 -2.86 1.48
H: -1.58 -1.64 1.63
H: -1.25 -3.30 1.01
H: -4.41 -1.91 -0.72
H: -3.82 -0.80 0.44
H: -4.63 0.56 -1.35
H: -3.73 -0.40 -2.55
H: -2.79 1.23 -0.37
H: -2.86 1.82 -2.01
H: -1.78 -0.79 -3.51
H: -1.39 0.93 -3.76
H: -0.15 -0.43 -3.37
H: -0.14 2.24 -1.33
H: 0.10 0.86 -0.18
H: 0.69 0.82 -1.69
H: -3.24 -3.36 -1.78
H: -1.78 -4.10 -1.16
H: -1.64 -3.02 -2.38
H: 0.60 -1.57 -0.45
C: 3.96 2.93 -1.11
C: 3.72 1.45 -0.94
C: 4.94 0.59 -0.78
O: 3.08 1.32 0.22
H: 3.75 3.10 -2.17
H: 4.95 3.29 -0.85
H: 3.19 3.53 -0.63
H: 3.01 1.03 -1.66
H: 5.51 0.80 0.13
H: 5.55 0.77 -1.67
H: 4.85 -0.48 -0.94
H: 2.75 0.44 0.37
C: 0.55 1.14 4.79
C: 0.33 0.44 3.49
C: -0.89 0.93 2.61
O: 1.54 0.43 2.84
H: -0.37 1.35 5.33
H: 1.00 2.10 4.53
H: 1.21 0.51 5.39
H: 0.15 -0.63 3.64
H: -0.85 0.31 1.71
H: -0.79 1.98 2.35
H: -1.88 0.81 3.05
H: 1.38 0.07 1.96

Its HOMO-LUMO gap is 6.04 eV. The total energy is -27125.621 eV. The HOMO energy comes out at -7.0 eV.

***

No. 2
DFT (the ωB97M-V functional and the def2-TZVPD basis) results for 5 unconnected molecules or ions with the total composition CH14N2O4.

Atoms and positions in Å:
N: 1.83 -1.35 -0.63
C: 1.48 -0.27 0.28
N: 1.80 1.09 -0.17
H: 1.24 -1.47 -1.49
H: 1.81 -2.26 -0.15
H: 2.06 -0.51 1.17
H: 0.40 -0.31 0.49
H: 1.56 1.10 -1.15
H: 2.80 1.10 -0.12
H: -2.64 0.81 1.96
H: -2.19 1.66 0.87
O: -2.28 0.73 1.08
H: -0.07 3.72 -0.34
H: 0.20 2.44 0.36
O: -0.52 2.93 -0.04
H: -1.53 -0.02 -0.53
H: -1.77 -0.30 -2.06
O: -1.14 -0.35 -1.34
H: -1.22 -2.31 0.09
H: -1.06 -3.31 1.31
O: -0.77 -3.09 0.43

Its multiplicity is 2. Its HOMO-LUMO gap (spin up / spin down) is 11.47 / 5.84 eV. The total energy is -12425.670 eV. The charge is +1. The HOMO energy (spin up / spin down) comes out at -14.6 / -14.6 eV.

***

No. 3
DFT (the ωB97M-V functional and the def2-TZVPD basis) results for a gas-phase ion, H4NO2SSi (charge -1).

Atoms and positions in Å:
N: -0.41 1.15 -0.04
O: -0.61 -1.13 -0.19
O: -2.57 0.11 0.68
Si: 0.87 -0.36 0.15
S: -1.56 0.10 -0.39
H: -0.17 1.87 -0.81
H: 1.64 0.09 -0.92
H: 1.31 -0.11 1.44
H: 1.49 -1.72 0.09

Its HOMO-LUMO gap is 8.06 eV. The total energy is -24363.540 eV. The charge is -1. The HOMO energy comes out at -4.2 eV.

***

No. 4
DFT (the ωB97M-V functional and the def2-TZVPD basis) results for a molecular structure, C25H28BN8OS2W.

Atoms and positions in Å:
W: 0.48 0.06 -0.36
C: -0.71 1.57 2.16
N: -1.00 1.83 0.68
C: -2.38 1.36 0.36
C: -2.61 0.60 -0.96
N: -1.68 -0.49 -1.35
C: -1.71 -1.76 -0.61
C: -1.75 -0.83 -2.77
C: -2.98 -0.99 -3.39
C: -3.05 -1.36 -4.72
C: -1.86 -1.57 -5.42
C: -0.64 -1.41 -4.80
C: -0.55 -1.03 -3.45
S: 1.00 -0.85 -2.68
C: -0.72 3.19 0.24
C: -1.35 4.23 0.90
C: -1.11 5.55 0.55
C: -0.22 5.80 -0.49
C: 0.39 4.76 -1.17
C: 0.15 3.41 -0.85
S: 0.82 2.15 -1.84
H: -1.62 1.34 2.73
H: -0.12 -0.08 1.40
H: 1.00 2.71 2.60
H: -2.72 0.75 1.20
H: -3.05 2.22 0.32
H: -3.65 0.24 -0.90
H: -2.55 1.31 -1.79
H: -3.02 -3.27 -1.01
H: -0.98 -2.46 -1.00
H: -1.73 -0.78 1.08
H: -3.89 -0.82 -2.83
H: -4.01 -1.48 -5.21
H: -1.90 -1.86 -6.46
H: 0.28 -1.57 -5.35
H: -2.02 4.01 1.72
H: -1.59 6.36 1.08
H: 0.00 6.82 -0.78
H: 1.07 4.97 -1.99
C: 3.55 -3.15 0.57
C: 2.93 -2.29 -0.35
N: 1.88 -1.71 0.19
N: 1.76 -2.18 1.46
C: 2.76 -3.04 1.70
B: 0.60 -1.90 2.50
N: 0.46 -0.44 3.07
C: 0.48 0.23 4.26
C: 0.27 1.57 4.33
C: 0.06 2.48 3.11
N: 0.31 0.53 2.05
N: -0.67 -2.28 1.67
C: -1.62 -3.23 1.83
C: -2.69 -3.38 1.04
C: -2.95 -2.55 -0.18
N: -0.98 -1.34 0.66
H: 4.43 -3.74 0.43
H: 3.21 -2.05 -1.36
H: 2.85 -3.53 2.66
H: 0.76 -2.63 3.44
H: 0.60 -0.37 5.15
H: 0.15 1.99 5.31
H: -0.40 3.44 3.37
H: -1.45 -3.88 2.68
H: -3.43 -4.13 1.31
H: -3.94 -2.14 -0.38
O: 2.06 0.72 0.24

Its multiplicity is 3. Its HOMO-LUMO gap (spin up / spin down) is 5.25 / 6.24 eV. The total energy is -64518.097 eV. The charge is -1. The HOMO energy (spin up / spin down) comes out at -2.7 / -3.7 eV.

***

Computed ΔE to the lowest compared entry with this formula, charge and spin (kcal per mole) in order:
0.0, 0.0, 18.8, 136.3
Computed max |F| (eV/A) in order:
5.4, 3.6, 4.0, 6.3